Record 1
{
  "formula": "C2H6AgO3",
  "method": "ωB97M-V/def2-TZVPD",
  "symbols": ["O", "C", "H", "H", "Ag", "O", "H", "C", "O", "H", "H", "H"],
  "coordinates": [[-1.731, -0.579, 1.894], [-0.577, -0.999, 1.255], [-0.215, -1.986, 1.624], [0.239, -0.319, 1.600], [-2.861, -0.642, 0.269], [-1.024, -1.254, -0.220], [0.588, -0.617, -1.410], [1.113, 1.322, -1.016], [1.332, -0.047, -0.812], [1.808, 1.748, -1.763], [0.083, 1.529, -1.363], [1.245, 1.845, -0.058]],
  "nbo_charge": [-0.8060, 0.1885, 0.0855, 0.1183, 0.2869, -0.8624, 0.5101, -0.2405, -0.7500, 0.1345, 0.1730, 0.1621],
  "total_energy_ha": -452.32735,
  "homo_lumo_gap_ev": [5.27, 7.75],
  "multiplicity": 3,
  "total_charge": -1,
  "s2": 2.0094
}



Record 2
{
  "formula": "C2H6BClO2",
  "method": "ωB97M-V/def2-TZVPD",
  "symbols": ["B", "C", "C", "O", "O", "Cl", "H", "H", "H", "H", "H", "H"],
  "coordinates": [[0.880, 0.950, 0.054], [-0.833, -1.203, -0.045], [-0.198, -0.079, 0.663], [0.595, 1.217, -1.269], [1.622, 1.647, 0.920], [2.848, -0.594, -0.309], [-0.273, -1.793, -0.737], [-1.549, -0.724, -0.700], [-1.182, -1.882, 0.709], [-0.189, -0.007, 1.791], [1.372, 1.137, -1.852], [2.089, 2.435, 0.602]],
  "nbo_charge": [0.9634, -0.6960, -0.3364, -0.9186, -0.8352, -0.0304, 0.2211, 0.2377, 0.2177, 0.1794, 0.4936, 0.5037],
  "total_energy_ha": -715.28532,
  "homo_lumo_gap_ev": [8.39, 6.17],
  "multiplicity": 3,
  "total_charge": 0,
  "s2": 2.0075
}



Computed energy above the lowest of the compared OMol25 structures with the same formula, charge and spin (kcal per mole) in order:
20.35 0.00